Here is 2 unconnected molecules or ions with the total composition C6H12O2S in a non-equilibrium geometry from OMol25. Energies are from wB97M-V/def2-TZVPD.

SMILES: C1CCSC1.CC(=O)O
largest force on an atom: 1.29 eV/Å
HOMO-LUMO gap: 9.3412 eV
energy relative to the best compared isomer or geometry (same formula, charge and spin): 0.0 kcal per mole

XYZ file:
```
21
C6H12O2S | OMol25 | wB97M-V/def2-TZVPD
C 0.442 -2.262 -1.602
C -0.906 -1.778 -1.075
C -0.993 -2.276 0.364
S 0.684 -2.089 1.068
C 1.473 -1.835 -0.562
H 0.682 -1.847 -2.600
H 0.433 -3.365 -1.690
H -1.756 -2.147 -1.681
H -0.936 -0.672 -1.091
H -1.294 -3.341 0.403
H -1.712 -1.701 0.979
H 1.743 -0.768 -0.680
H 2.408 -2.426 -0.611
C -0.227 4.252 1.136
C 0.108 2.831 0.795
O 0.359 2.399 -0.308
O 0.101 2.046 1.905
H -0.217 4.875 0.226
H 0.508 4.660 1.850
H -1.230 4.311 1.592
H 0.332 1.132 1.583
```

Here is 9 unconnected molecules or ions with the total composition C30H60Cl4O7 in a non-equilibrium geometry from OMol25. Energies are from wB97M-V/def2-TZVPD.

SMILES: C1CCOC1.C1CCOC1.C1CCOC1.C1CCOC1.C1CCOC1.C1CCOC1.C1CCOC1.ClCCl.ClCCl
largest force on an atom: 2.59 eV/Å
HOMO-LUMO gap: 9.8913 eV
energy relative to the best compared isomer or geometry (same formula, charge and spin): 0.0 kcal per mole

XYZ file:
```
101
C30H60Cl4O7 | OMol25 | wB97M-V/def2-TZVPD
C 2.395 2.613 -2.092
C 1.472 3.610 -1.338
C 2.472 4.664 -0.815
O 3.766 4.251 -1.150
C 3.666 3.429 -2.314
H 1.927 2.264 -3.006
H 2.531 1.783 -1.390
H 1.005 3.050 -0.559
H 0.701 4.186 -1.872
H 2.387 4.795 0.268
H 2.257 5.653 -1.274
H 4.551 2.842 -2.304
H 3.633 4.163 -3.163
C -3.851 1.761 -2.928
C -4.930 0.977 -3.686
C -5.161 -0.284 -2.818
O -3.850 -0.564 -2.276
C -3.354 0.699 -1.928
H -4.176 2.581 -2.337
H -3.037 1.990 -3.626
H -4.483 0.707 -4.649
H -5.797 1.595 -3.892
H -5.596 -1.075 -3.406
H -5.890 0.073 -2.021
H -2.248 0.659 -1.847
H -3.637 1.049 -0.902
C 3.901 -1.883 -2.631
C 2.965 -1.002 -3.379
C 3.926 0.157 -3.783
O 4.867 0.231 -2.688
C 4.738 -0.875 -1.851
H 4.541 -2.553 -3.199
H 3.345 -2.522 -1.986
H 2.220 -0.624 -2.658
H 2.449 -1.392 -4.234
H 3.387 1.105 -3.934
H 4.504 -0.095 -4.676
H 4.156 -0.425 -0.912
H 5.713 -1.283 -1.505
C 0.780 2.383 5.865
C 0.758 0.906 6.157
C 1.556 0.288 5.004
O 1.134 1.056 3.890
C 0.629 2.366 4.308
H 1.754 2.823 6.124
H -0.029 2.880 6.367
H -0.268 0.554 6.155
H 1.156 0.631 7.197
H 1.276 -0.727 4.823
H 2.621 0.325 5.216
H -0.397 2.506 4.014
H 1.253 3.166 3.813
C 1.243 -2.838 1.384
C 2.339 -1.825 1.527
C 3.604 -2.726 1.672
O 3.282 -3.942 0.980
C 1.945 -3.943 0.508
H 0.305 -2.446 1.021
H 0.957 -3.340 2.307
H 2.081 -1.196 2.401
H 2.465 -1.226 0.605
H 3.790 -2.977 2.714
H 4.501 -2.252 1.221
H 1.489 -4.909 0.679
H 1.908 -3.695 -0.553
C -0.670 -2.345 -2.899
C -0.775 -3.655 -3.615
C -0.114 -3.390 -4.966
O -0.227 -1.981 -5.189
C -0.802 -1.333 -4.042
H 0.301 -2.162 -2.433
H -1.415 -2.247 -2.116
H -1.846 -3.887 -3.739
H -0.288 -4.537 -3.158
H -0.625 -3.937 -5.788
H 0.956 -3.620 -4.906
H -1.837 -1.072 -4.308
H -0.273 -0.406 -3.868
C -2.515 -1.255 4.606
C -2.369 -1.935 3.292
C -3.318 -1.151 2.365
O -3.536 0.094 3.028
C -2.686 0.189 4.165
H -1.651 -1.464 5.247
H -3.427 -1.445 5.143
H -2.610 -2.999 3.316
H -1.345 -1.852 2.870
H -4.290 -1.609 2.261
H -2.866 -1.076 1.361
H -3.158 0.842 4.933
H -1.694 0.532 3.832
Cl -4.986 3.616 3.392
C -5.075 2.835 1.808
Cl -4.965 4.042 0.468
H -4.324 2.091 1.775
H -6.077 2.410 1.697
Cl -1.448 2.035 1.226
C -0.105 0.855 1.060
Cl -0.173 -0.021 -0.461
H 0.775 1.495 1.106
H -0.145 0.189 1.897
```

Here is a single C16H19N3O3 molecule from OMol25. Energies are from wB97M-V/def2-TZVPD.

SMILES: CCOC(=O)c1[nH]c(C)c(C(=O)NCc2cccnc2)c1C
largest force on an atom: 0.61 eV/Å
HOMO-LUMO gap: 9.2028 eV
energy relative to the best compared isomer or geometry (same formula, charge and spin): 21.2 kcal per mole

XYZ file:
```
41
C16H19N3O3 | OMol25 | wB97M-V/def2-TZVPD
C -6.031 1.545 1.710
C -5.965 0.515 0.591
O -4.674 -0.083 0.503
C -3.733 0.608 -0.190
O -3.955 1.665 -0.734
C -2.470 -0.102 -0.189
N -2.319 -1.306 0.456
C -1.075 -1.779 0.270
C -0.623 -3.063 0.858
C -0.373 -0.852 -0.499
C 1.027 -1.042 -0.919
O 1.547 -2.140 -1.030
N 1.705 0.103 -1.187
C 3.106 0.092 -1.554
C 3.985 0.390 -0.369
C 4.096 -0.526 0.673
C 4.885 -0.211 1.765
C 5.533 1.016 1.775
N 5.434 1.895 0.794
C 4.680 1.588 -0.246
C -1.263 0.212 -0.798
C -1.024 1.418 -1.638
H -5.752 1.092 2.658
H -5.350 2.365 1.496
H -7.041 1.935 1.785
H -6.203 0.986 -0.368
H -6.650 -0.316 0.777
H -3.058 -1.755 0.973
H 0.327 -3.344 0.414
H -1.353 -3.848 0.667
H -0.498 -2.968 1.938
H 1.298 0.987 -0.934
H 3.275 0.824 -2.349
H 3.316 -0.914 -1.929
H 3.570 -1.468 0.614
H 4.996 -0.899 2.589
H 6.162 1.313 2.605
H 4.632 2.339 -1.025
H -0.409 1.173 -2.503
H -1.979 1.814 -1.973
H -0.531 2.204 -1.064
```

Here is 2 unconnected molecules or ions with the total composition CH5IN2 in a non-equilibrium geometry from OMol25. Energies are from wB97M-V/def2-TZVPD.

largest force on an atom: 4.19 eV/Å
HOMO-LUMO gap (alpha / beta): 7.9975 / 5.5038 eV
energy relative to the best compared isomer or geometry (same formula, charge and spin): 34.5 kcal per mole

XYZ file:
```
9
CH5IN2 | OMol25 | wB97M-V/def2-TZVPD
C -0.334 0.924 0.285
N -0.317 -1.104 -0.625
N 0.206 0.024 -0.623
I 2.983 -0.233 0.610
H -1.128 0.417 0.786
H 0.320 1.445 0.908
H -0.824 1.801 -0.295
H 0.202 -1.882 -1.112
H -1.111 -1.392 0.065
```

Here is a single C2H4N2OS2 molecule in a non-equilibrium geometry from OMol25. Energies are from wB97M-V/def2-TZVPD.

SMILES: O/N=C\N(S)C=S
largest force on an atom: 2.84 eV/Å
HOMO-LUMO gap: 9.1255 eV
energy relative to the best compared isomer or geometry (same formula, charge and spin): 66.0 kcal per mole

XYZ file:
```
11
C2H4N2OS2 | OMol25 | wB97M-V/def2-TZVPD
O 1.776 -0.985 -0.565
N 0.925 -1.521 0.399
C -0.049 -0.817 0.756
N -0.314 0.527 0.194
S 0.898 1.751 0.245
C -1.600 0.795 -0.145
S -2.912 -0.167 -0.060
H 2.371 -1.720 -0.703
H -0.889 -1.096 1.393
H 1.471 1.432 -0.939
H -1.675 1.801 -0.575
```

Here is 2 unconnected molecules or ions with the total composition O2S3 in a non-equilibrium geometry from OMol25. Energies are from wB97M-V/def2-TZVPD.

total charge: -2
largest force on an atom: 2.24 eV/Å
<S²>: 2.0132
spin multiplicity: 3
HOMO-LUMO gap (alpha / beta): 6.0064 / 5.3920 eV
energy relative to the best compared isomer or geometry (same formula, charge and spin): 0.0 kcal per mole

XYZ file:
```
5
O2S3 | OMol25 | wB97M-V/def2-TZVPD
O -0.699 0.933 1.207
O -0.577 0.869 -1.245
S -1.524 -1.592 0.000
S 3.103 -0.345 0.021
S -0.303 0.134 0.017
```

Calculated values (eV) of energy for the records, taken in order: -21347.5329, -96501.3120, -27514.5625, -12196.0848, -28834.2191, -36598.2795.